{"formula": "C10H32O9", "method": "wB97M-V/def2-TZVPD", "symbols": ["O", "H", "C", "H", "C", "H", "H", "H", "H", "O", "H", "H", "C", "H", "H", "H", "H", "H", "H", "O", "H", "H", "H", "H", "O", "C", "C", "C", "C", "O", "C", "C", "H", "H", "H", "H", "C", "H", "H", "H", "H", "H", "O", "H", "H", "O", "H", "H", "O", "H", "O"], "xyz": [[-0.11602, -2.77302, -1.76048], [3.31893, -0.64347, -0.23661], [-0.88733, 2.91807, -1.03379], [-0.35810, 0.66485, 3.44569], [0.47346, -2.68533, -0.59260], [3.03663, 0.22773, 1.86217], [4.11908, 3.68158, 0.11796], [-0.02115, -4.94073, 1.56079], [-0.04366, 3.56430, -0.85002], [-0.45965, 1.57244, -0.92488], [4.76073, 0.32170, -0.46620], [-1.14826, -0.96350, -1.89645], [-5.16694, 1.07948, -3.29282], [-3.53407, 0.56010, -1.05021], [2.82048, -3.78129, 1.19209], [-3.90276, -0.08797, 1.32325], [0.41704, -0.79449, -2.45305], [0.76781, 1.77001, 2.68270], [0.11132, -3.09753, 1.63939], [-4.83426, 1.29563, -1.94835], [4.21215, 2.06770, 1.87604], [2.99031, 1.04236, -0.45251], [-4.74400, 1.88163, -3.89768], [-6.26413, 1.02144, -3.39304], [-2.88310, 0.16505, -0.46263], [3.72396, 0.32175, -0.03297], [0.25956, 0.78894, 2.51379], [1.99765, -4.39201, 1.62803], [3.89981, 3.90626, 1.17444], [0.92880, -1.69308, -0.02522], [-0.40745, -1.52676, -2.42889], [-3.60182, -0.70787, 0.47437], [-4.44100, -1.13733, -0.01174], [-1.41560, 3.09509, -1.99273], [-5.42474, 1.95082, -1.62724], [-4.56714, 0.20378, -3.68037], [0.54059, -4.02895, 1.30572], [2.24086, -5.34572, 1.20650], [-0.31952, 0.87001, 1.61988], [-0.65980, -1.84782, -3.40293], [-1.56639, 3.00571, -0.24870], [2.15592, -4.42547, 2.66353], [3.85614, 0.44961, 1.33346], [2.82973, 3.82300, 1.30631], [-2.92463, -1.45113, 0.78191], [0.42098, -3.93420, -0.09218], [4.24692, 4.91296, 1.33803], [-1.23408, 1.05521, -0.73093], [1.24737, -0.14915, 2.28341], [0.98819, -0.80118, 1.59863], [4.56116, 2.99078, 2.05711]], "forces_ev_per_a": [[0.2, 1.2, -0.4], [-0.4, -0.9, -0.5], [0.1, -1.1, -0.9], [0.4, -0.5, -0.9], [0.1, -0.2, 1.1], [0.6, 0.1, -1.2], [0.0, -0.1, 0.1], [-0.3, 0.7, 0.2], [0.2, 0.3, -0.3], [1.3, 0.0, -0.7], [-1.1, 0.5, 0.2], [-0.9, -0.2, 0.1], [0.9, -0.5, -1.2], [-0.3, 0.2, -0.1], [-1.0, 0.4, 0.3], [-0.1, -0.3, 0.1], [0.2, -0.8, 0.0], [-0.4, -0.5, -0.3], [0.2, 0.0, 1.2], [0.6, -0.8, 0.3], [0.6, 1.1, 0.0], [0.8, 0.0, -0.1], [-0.4, 0.4, -0.2], [0.6, -0.4, -0.4], [0.0, -1.0, 0.8], [0.0, -0.1, -1.0], [0.0, 1.8, 1.0], [0.5, 1.2, -1.1], [0.5, -1.4, -0.2], [-0.9, -1.3, -1.0], [1.3, 0.7, 0.6], [0.7, 2.5, -0.7], [-0.8, -0.5, -0.4], [0.5, 0.2, 0.3], [-0.6, 0.9, 0.7], [-1.2, 0.4, 0.7], [1.4, -1.2, -0.2], [-0.3, -0.9, -0.1], [-0.9, 0.3, -0.4], [-0.6, 0.1, -1.0], [-1.4, 1.1, 1.3], [0.2, -0.1, 1.6], [-0.3, 0.3, 2.6], [-0.5, 0.3, 0.0], [0.8, -1.0, 0.4], [-0.2, 0.6, -1.3], [0.1, 0.3, 0.4], [-0.7, -0.6, 0.2], [1.0, -1.6, 0.1], [0.1, 0.6, 0.4], [-0.5, -0.2, -0.4]], "lowdin_charge": [0.034, 0.046, -0.139, 0.090, -0.552, 0.088, 0.071, 0.132, 0.076, -0.142, 0.106, 0.064, -0.134, 0.018, 0.094, 0.085, 0.105, 0.093, 0.114, -0.122, 0.039, 0.093, 0.076, 0.093, -0.165, -0.167, -0.157, -0.048, -0.171, 0.090, -0.002, -0.070, 0.069, 0.086, 0.082, 0.107, -0.193, 0.069, 0.055, 0.084, 0.052, 0.056, -0.156, 0.059, 0.057, 0.018, 0.064, 0.000, -0.139, 0.050, -0.160], "de_lowest_kj_mol": 0.0, "total_charge": 0, "smiles": "CCOC(=O)OC.CO.CO.CO.CO.CO.CO", "homo_ev": -8.99, "gap_ev": 9.151, "mol_weight_da": 296.36, "e_lumo_ev": 0.16}

---

{"formula": "C10H33F2N2O6", "method": "wB97M-V/def2-TZVPD", "symbols": ["H", "F", "C", "H", "H", "H", "H", "C", "O", "H", "C", "N", "H", "H", "O", "F", "C", "C", "H", "H", "H", "C", "N", "H", "C", "O", "H", "H", "H", "H", "O", "H", "O", "C", "H", "H", "O", "C", "H", "H", "H", "H", "H", "H", "H", "C", "H", "H", "H", "H", "H", "H", "H"], "xyz": [[-2.77629, 2.53762, 1.58982], [-3.23851, 2.35746, 4.02274], [0.48327, 1.07906, -1.58830], [-2.14606, 0.67569, -0.07871], [-0.33459, 1.82413, -1.70039], [1.88456, -0.44874, -4.84095], [-0.20458, -0.21189, 3.33717], [-2.83304, 0.28675, 3.10384], [1.50162, 0.40053, -4.60857], [-1.83687, -1.35436, 2.07884], [-1.85699, 2.40691, 2.19691], [-0.38894, -0.45865, 5.49361], [-0.49406, 2.50583, 4.19314], [3.16061, -0.22411, -8.19868], [0.24139, -3.65651, 2.03183], [0.69669, -0.69794, 0.97656], [-2.37974, -0.43411, 1.79608], [-0.82668, 1.66234, 1.30351], [0.87761, 0.73169, 4.36850], [0.74866, -1.06378, -1.54195], [-3.92575, 0.44266, 3.04389], [-0.44948, -0.61010, 0.16892], [-2.23496, 1.61003, 3.39309], [-0.90328, -1.62137, 0.19795], [-1.50292, 0.36375, 0.76784], [3.21540, -1.90486, -0.30425], [0.56685, -2.85042, 1.62144], [2.55931, -1.59021, 0.32405], [2.71542, -2.41693, -3.14751], [-1.46882, 1.67786, 5.40137], [1.96795, 1.68614, -7.12550], [2.50008, -3.91367, -3.00312], [2.09805, -3.06459, -2.79097], [-1.08888, 1.59865, 4.36581], [2.10845, 2.53398, -7.55707], [-1.35673, -0.47504, 5.77945], [2.41875, -0.43257, -8.77462], [-0.16081, 0.34867, 4.28993], [2.18546, -1.33707, -8.54485], [2.11207, 1.04298, -4.99025], [-3.27644, -0.77837, 1.24888], [-0.89113, -0.56358, -1.99751], [2.77393, -2.63074, -0.76502], [0.94142, -3.91163, 2.64021], [1.36885, 1.21709, -7.71677], [-0.06357, -0.34934, -1.30200], [-2.70100, -0.41117, 3.94932], [-1.53632, 3.42654, 2.46589], [1.10662, 1.42569, -0.74275], [0.14300, 1.47914, 1.80123], [1.08920, 1.12434, -2.52545], [-0.59619, 2.35040, 0.47064], [0.00741, -1.38417, 5.42274]], "forces_ev_per_a": [[0.3, -0.2, 0.5], [0.0, 0.0, 0.0], [-0.1, 0.3, 0.0], [0.3, -0.2, 0.4], [0.3, -0.5, 0.0], [-0.1, -0.1, -0.1], [-0.3, 0.3, 0.3], [-1.4, -1.5, -0.6], [0.2, -0.1, 0.3], [-0.2, 0.5, 0.0], [-0.2, 0.2, -1.9], [0.0, 0.4, -0.4], [-0.4, -0.2, -0.1], [0.0, 0.2, 0.0], [-0.1, 0.2, 0.1], [-0.1, 0.3, 0.2], [0.5, 0.2, -0.2], [-0.6, 0.1, 0.4], [-0.5, -0.1, -0.3], [-0.5, 0.2, 0.1], [0.6, 0.4, 0.0], [-1.4, -0.6, -1.5], [0.8, 0.6, 0.5], [0.3, 0.4, 0.0], [0.8, 0.1, -0.1], [-0.1, -0.1, 0.1], [0.1, 0.1, -0.1], [0.0, 0.1, 0.0], [0.0, 0.1, 0.1], [-0.2, -0.1, -0.7], [0.1, 0.5, 0.1], [-0.1, -0.1, 0.0], [0.1, -0.1, 0.0], [1.3, -0.3, 0.6], [0.1, 0.1, 0.0], [0.0, -0.4, 0.0], [-0.1, -0.3, 0.0], [0.3, 0.2, 0.6], [0.0, -0.1, -0.1], [-0.2, 0.1, -0.3], [0.3, 0.2, 0.5], [0.1, -0.1, 0.5], [0.0, 0.1, -0.2], [0.0, -0.1, 0.0], [0.1, -0.2, 0.0], [1.1, 0.6, 0.0], [0.3, 0.8, -0.2], [0.0, -0.7, 0.5], [-0.1, -0.2, -0.4], [-0.6, 0.0, 0.0], [-0.6, -0.3, 0.8], [-0.2, -0.4, 0.4], [-0.2, -0.1, 0.1]], "lowdin_charge": [0.159, 0.068, -0.089, 0.156, 0.076, 0.029, 0.096, -0.056, -0.060, 0.112, -0.068, 0.015, 0.139, 0.035, -0.048, -0.034, -0.083, -0.102, 0.130, 0.097, 0.151, -0.301, -0.193, 0.145, -0.221, -0.059, -0.008, -0.003, 0.044, 0.151, -0.064, 0.055, -0.052, -0.052, 0.051, 0.062, -0.057, -0.230, 0.043, 0.025, 0.135, 0.129, 0.007, 0.044, 0.035, -0.157, 0.137, 0.152, 0.075, 0.122, 0.059, 0.118, 0.081], "total_charge": 1, "homo_ev": -12.85, "gap_ev": 10.227, "mol_weight_da": 315.38, "e_lumo_ev": -2.62}

---

{"formula": "C10H34Ag2N11O7", "method": "wB97M-V/def2-TZVPD", "symbols": ["C", "H", "H", "N", "O", "H", "H", "H", "O", "H", "H", "H", "H", "N", "H", "H", "H", "C", "H", "O", "N", "Ag", "O", "H", "H", "H", "O", "H", "C", "N", "C", "C", "H", "O", "C", "H", "H", "C", "H", "H", "H", "C", "H", "N", "C", "N", "N", "N", "H", "O", "H", "N", "H", "H", "H", "H", "Ag", "H", "N", "H", "H", "H", "C", "N"], "xyz": [[-12.76916, -22.00092, 14.60206], [-8.44752, -15.45200, 16.77258], [-7.73122, -20.92947, 19.03051], [-12.50093, -20.82242, 15.27127], [-10.78814, -18.12057, 17.40969], [-10.70326, -21.14278, 17.24370], [-11.03601, -16.32566, 13.69867], [-13.99340, -22.72005, 16.17120], [-10.66715, -14.88877, 15.78260], [-14.88590, -13.39761, 9.81841], [-10.21436, -15.34437, 12.41512], [-6.68620, -19.28298, 11.52059], [-7.02405, -18.71243, 17.64083], [-8.15558, -16.93126, 19.10137], [-7.59704, -17.63294, 14.47538], [-9.15852, -12.12252, 16.10295], [-14.08603, -16.95681, 9.87252], [-9.17992, -22.19505, 18.19206], [-12.99632, -16.09466, 8.81888], [-8.69502, -23.28869, 18.37001], [-6.39499, -18.11803, 18.15099], [-12.32460, -16.56385, 16.43907], [-12.31741, -22.23652, 13.50874], [-7.94995, -13.80931, 17.01718], [-10.00948, -17.49097, 15.57041], [-10.54442, -22.84777, 16.89673], [-6.01853, -16.62239, 19.81045], [-12.00625, -20.05700, 14.86063], [-13.64502, -14.88997, 10.46213], [-13.63029, -22.86827, 15.24746], [-6.75174, -19.18584, 13.59118], [-10.94833, -16.12757, 12.63262], [-14.70508, -15.73595, 8.72324], [-12.21664, -15.94949, 12.06980], [-9.79682, -14.07476, 16.11820], [-10.75444, -12.36711, 15.49464], [-7.69820, -17.63989, 12.65337], [-12.28212, -14.94525, 11.08761], [-6.05543, -20.66504, 12.36144], [-9.16840, -20.19227, 18.40768], [-13.43546, -12.80553, 10.28544], [-9.98295, -18.34600, 16.25464], [-14.35089, -15.12181, 11.27772], [-7.43147, -17.98620, 13.55475], [-6.79835, -17.17974, 19.06580], [-8.65742, -21.02144, 18.65781], [-13.89524, -13.59216, 9.84840], [-8.63333, -14.46919, 16.69274], [-11.48486, -15.02640, 10.33136], [-6.45643, -19.71255, 14.65178], [-10.24829, -19.23221, 15.66752], [-9.91141, -12.74872, 15.88168], [-5.40950, -18.26739, 18.03447], [-8.97234, -18.52587, 16.64021], [-12.78721, -20.77847, 16.23249], [-14.19563, -23.39731, 14.60643], [-12.39852, -18.43852, 19.16371], [-12.05038, -13.96878, 11.55017], [-6.49722, -19.76559, 12.37930], [-8.46386, -16.17325, 19.67978], [-10.46512, -17.01320, 12.18330], [-8.73429, -17.29493, 18.36205], [-13.90735, -15.98112, 9.41868], [-10.36783, -22.05496, 17.49032]], "forces_ev_per_a": [[-0.1, 0.3, -0.3], [0.0, 0.0, 0.2], [0.0, -0.3, 0.1], [-0.4, -0.4, 0.9], [-1.7, 0.6, 0.4], [0.1, -0.1, -0.5], [0.0, 0.3, 0.1], [-0.1, 0.2, -0.1], [-0.7, -0.4, 0.1], [0.0, 0.0, -0.1], [-0.4, 0.5, 0.4], [0.1, -0.2, -0.1], [0.1, 0.0, -0.1], [0.1, -0.5, -0.5], [-0.3, 0.7, -0.3], [-0.1, 0.1, 0.0], [-0.1, 0.1, 0.1], [0.2, -0.6, -0.1], [-0.2, 0.0, -0.1], [0.2, 0.1, 0.0], [-0.3, 0.1, -0.1], [1.1, 0.0, 0.1], [-0.1, 0.1, -0.3], [0.1, -0.1, 0.0], [0.3, 0.0, 0.1], [-0.3, 0.2, -0.1], [-0.1, 0.2, -0.1], [0.2, -0.3, -0.3], [-1.3, -0.5, 0.1], [0.3, 0.1, -0.2], [-0.2, -0.5, 0.1], [0.8, -1.1, -0.7], [-0.2, 0.1, 0.2], [-0.3, 0.0, 0.1], [0.5, 0.1, -0.1], [-0.1, -0.1, 0.0], [-0.4, 0.7, 0.4], [0.9, 1.0, -0.2], [0.1, 0.0, 0.0], [0.4, 0.2, 0.1], [0.0, -0.1, 0.2], [-0.1, -0.4, 0.4], [0.1, 0.4, 0.1], [0.8, -1.3, -0.4], [0.4, -0.2, 0.3], [-0.7, 0.6, -0.1], [0.2, 0.1, -0.2], [-0.3, 0.1, -0.1], [-0.2, -0.5, -0.1], [0.0, 0.1, 0.1], [-0.1, 0.0, 0.2], [0.0, -0.1, 0.2], [0.0, 0.0, 0.1], [0.2, 0.1, -0.5], [0.0, 0.4, -0.1], [0.1, -0.3, 0.1], [1.0, -0.1, -0.9], [-0.3, -0.1, 0.2], [-0.2, 0.5, 0.2], [0.0, 0.0, 0.0], [-0.2, -0.1, 0.1], [-0.4, 0.2, 0.2], [1.2, -0.3, -0.2], [0.1, 0.0, 0.6]], "lowdin_charge": [-0.671, 0.088, 0.106, 0.138, -0.522, 0.033, 0.040, 0.086, -0.078, 0.077, 0.093, 0.095, 0.059, 0.148, 0.079, 0.112, 0.076, -0.672, 0.079, 0.060, 0.166, 0.774, 0.063, 0.116, 0.034, 0.104, 0.044, 0.075, -0.449, 0.145, -0.675, -0.124, 0.074, -0.170, -0.642, 0.117, 0.088, -0.231, 0.110, 0.050, 0.063, -0.284, 0.134, 0.150, -0.681, 0.162, 0.037, 0.189, 0.136, 0.014, 0.060, 0.183, 0.113, 0.047, 0.067, 0.107, 0.820, 0.123, 0.160, 0.100, 0.089, 0.032, -0.057, 0.142], "total_charge": 1, "homo_ev": -11.09, "gap_ev": 4.966, "mol_weight_da": 636.19, "e_lumo_ev": -6.13}

---

{"formula": "C10H36BaN6O7", "method": "wB97M-V/def2-TZVPD", "symbols": ["Ba", "H", "N", "H", "H", "H", "H", "H", "N", "H", "C", "H", "N", "H", "H", "O", "H", "H", "O", "H", "H", "C", "N", "H", "H", "H", "C", "H", "H", "H", "H", "H", "H", "C", "H", "C", "N", "H", "H", "O", "H", "H", "C", "H", "O", "H", "C", "C", "N", "H", "O", "H", "C", "H", "O", "O", "C", "H", "H", "H"], "xyz": [[0.21223, -0.04275, 0.19887], [1.07010, 1.65723, -2.44969], [0.39142, -2.57719, -3.81306], [-2.76720, 1.83366, 3.19605], [1.45169, -4.85137, 0.84824], [-2.04528, -1.55702, -2.10022], [-0.51834, 4.16067, -3.01868], [2.46198, 3.67885, 1.38401], [-0.58784, 1.86737, -1.63519], [0.09395, 3.00630, 1.64448], [-2.03931, 1.03482, 3.05412], [-4.44927, -0.05481, 3.72869], [-1.04931, -4.05219, -0.47727], [2.96677, 2.03843, 1.91009], [2.94775, -1.22971, -2.93682], [-2.02972, -1.18820, -1.21707], [-2.33636, -1.89943, 1.60468], [3.09245, 0.08330, -1.21040], [0.71801, -0.71827, -2.56121], [-0.12240, 2.65183, 3.36107], [-2.65646, -0.46537, -1.24779], [0.58298, 2.51957, -1.99452], [0.64665, -5.00254, 0.25734], [-4.23262, -1.65448, 2.86150], [-1.55277, 0.79291, 3.99903], [-3.28017, -1.08194, 4.28158], [-2.75333, -0.18933, 2.39133], [-1.31326, 2.50124, -1.33178], [0.16450, -5.88372, 0.15178], [1.11324, 4.07797, -3.49261], [3.65913, -0.96753, -0.27952], [0.93424, -2.95218, -4.57780], [2.78151, -0.21642, 2.64697], [-3.75483, -0.80047, 3.34160], [3.67975, 2.68076, 0.50309], [1.15424, -1.71820, -3.11755], [2.40130, -2.05089, -3.15397], [0.09222, 2.71554, -3.95399], [2.42732, 3.41188, -1.32934], [1.76543, 2.24238, 0.19889], [-0.82920, 1.49930, -2.54424], [-1.55403, -1.78321, 2.84827], [1.44924, 3.15047, -0.92546], [2.78181, -2.94052, -3.44356], [2.84216, -0.53046, -0.51982], [-3.31330, 0.23706, 1.55903], [-0.03742, -3.90062, 0.24116], [2.74062, 2.67730, 1.05638], [-1.74625, -1.20614, 2.04195], [1.45085, -0.85665, 2.98064], [0.33878, -2.80975, 0.64885], [-0.60885, -2.47504, -3.71754], [-0.64103, 2.74951, 2.40735], [-1.39804, 3.50088, 2.63203], [-1.24713, 1.55266, 2.00689], [1.83955, -0.12241, 2.50520], [0.28897, 3.44347, -3.16690], [-1.50621, -3.19201, -0.74454], [1.14018, 4.17617, -0.72419], [-1.31105, -4.97042, -0.80661]], "forces_ev_per_a": [[-0.4, -1.2, -0.3], [1.3, 0.3, 0.1], [0.0, -0.3, 0.1], [-0.4, -0.2, 0.7], [0.2, -1.2, 0.1], [-0.1, -0.3, -1.3], [-0.4, -0.4, 0.2], [0.5, 0.2, 0.4], [-2.1, -0.7, 1.4], [-0.3, 0.4, 0.1], [-1.9, -0.7, -1.8], [-0.6, -0.1, -0.6], [-6.2, 0.5, -3.0], [-0.9, -0.2, -0.1], [0.9, -0.8, 0.0], [0.9, -0.3, 1.6], [0.2, -0.4, -1.3], [0.0, 0.4, -0.3], [-0.1, 1.1, 1.0], [0.3, -0.4, 0.1], [-0.9, 0.7, -0.1], [2.5, 0.7, -0.8], [3.6, -2.3, 2.1], [-0.3, 0.1, 0.3], [0.6, 0.0, -0.1], [0.4, -0.6, -0.1], [0.4, 0.9, 2.4], [-0.4, 0.2, -0.1], [0.7, 0.0, 0.3], [0.4, -0.3, 0.0], [0.2, -0.3, 0.2], [-1.2, -0.5, -0.3], [0.3, 0.0, 0.0], [-0.1, 0.6, 0.8], [0.4, 0.6, 0.0], [-3.2, -0.5, -0.7], [3.9, 0.7, 0.5], [-0.4, 0.6, -0.5], [0.3, -0.4, -0.6], [-2.8, -0.4, -1.7], [-1.3, -0.8, 0.2], [0.5, 0.5, 0.9], [1.5, -0.2, 0.2], [-0.1, 0.4, 0.0], [0.1, 0.0, 0.3], [0.5, -0.4, -0.6], [1.9, 1.4, 0.0], [1.6, 1.2, 0.1], [-0.8, 0.1, -0.8], [-0.2, -0.4, 0.3], [1.1, 1.4, 1.2], [-0.2, -0.2, -0.7], [0.4, 0.5, 0.4], [-0.1, 0.4, -0.6], [1.2, -0.4, 0.3], [-0.2, 0.2, -0.1], [0.8, 0.5, -0.4], [-0.8, -0.3, -0.2], [-0.9, -0.1, 1.3], [-0.3, 0.7, -0.3]], "lowdin_spin": [0.264, 0.002, 0.038, 0.001, 0.002, 0.080, 0.001, 0.000, 0.014, 0.000, 0.003, 0.000, 0.021, 0.001, 0.006, 0.169, 0.007, 0.006, 0.024, 0.000, 0.064, 0.007, 0.006, 0.003, 0.001, 0.000, 0.012, 0.012, 0.002, 0.001, 0.005, 0.006, 0.002, 0.004, 0.001, 0.020, 0.010, 0.004, 0.001, 0.002, 0.019, 0.001, 0.004, 0.004, 0.014, 0.015, 0.013, 0.005, 0.007, 0.002, 0.005, 0.056, 0.004, 0.000, 0.007, 0.006, 0.006, 0.019, 0.000, 0.011], "multiplicity": 2, "total_charge": 1, "homo_ev": [-4.92, -12.53], "gap_ev": [2.337, 9.846], "mol_weight_da": 489.76, "s_squared": 0.75, "e_lumo_ev": [-2.58, -2.68]}